{"formula": "C41H51N10OPRuS", "method": "ωB97M-V/def2-TZVPD", "elements": ["Ru", "C", "C", "C", "C", "C", "C", "C", "N", "N", "C", "C", "C", "C", "C", "C", "N", "C", "C", "C", "C", "C", "C", "N", "H", "H", "H", "H", "H", "H", "H", "H", "H", "H", "H", "H", "H", "H", "H", "H", "H", "H", "H", "H", "N", "C", "C", "C", "C", "C", "C", "N", "C", "C", "C", "S", "C", "N", "H", "H", "H", "H", "H", "H", "H", "O", "P", "N", "C", "C", "C", "C", "N", "C", "C", "C", "C", "N", "C", "C", "C", "C", "H", "H", "H", "H", "H", "H", "H", "H", "H", "H", "H", "H", "H", "H", "H", "H", "H", "H", "H", "H", "H", "H", "H", "H"], "xyz": [[1.82639, 1.95551, -0.08379], [-0.12243, 1.80141, -2.38030], [0.95310, 1.07618, -3.17414], [1.74755, 0.00997, -2.45791], [2.11273, -1.12047, -3.18896], [2.85006, -2.12951, -2.60364], [3.18818, -2.00161, -1.26551], [2.80660, -0.85385, -0.60085], [2.12817, 0.15550, -1.17542], [0.41100, 2.78653, -1.41635], [-0.66490, 3.32312, -0.55508], [-0.04050, 4.07690, 0.59790], [-0.72147, 5.04609, 1.30863], [-0.08719, 5.67444, 2.37077], [1.21699, 5.32287, 2.67425], [1.83602, 4.34771, 1.91279], [1.22647, 3.73331, 0.89541], [1.06009, 3.94276, -2.10329], [2.50873, 3.67002, -2.36114], [3.21720, 4.28378, -3.38292], [4.53330, 3.92089, -3.60197], [5.08260, 2.91233, -2.82423], [4.31403, 2.35094, -1.82494], [3.06529, 2.75661, -1.54978], [-0.69240, 1.07303, -1.80278], [-0.79921, 2.30654, -3.07928], [1.64074, 1.77589, -3.65298], [0.44246, 0.58270, -4.00296], [1.81728, -1.18948, -4.22799], [3.15071, -2.99766, -3.17563], [3.75669, -2.76084, -0.74679], [3.06798, -0.71269, 0.43779], [-1.22420, 2.47028, -0.18662], [-1.34961, 3.96532, -1.12003], [-1.73429, 5.30727, 1.03185], [-0.60111, 6.43427, 2.94383], [1.75529, 5.79897, 3.48124], [2.85870, 4.05096, 2.10547], [0.97397, 4.81953, -1.46126], [0.53415, 4.17112, -3.03472], [2.73016, 5.02232, -4.00571], [5.10985, 4.38908, -4.38838], [6.08813, 2.55485, -2.99438], [4.68203, 1.51813, -1.24677], [0.89338, 0.20020, 3.74735], [-0.45809, 0.14446, 3.48846], [-1.50808, -0.30888, 4.28243], [-2.77505, -0.18681, 3.75617], [-2.96897, 0.36651, 2.48116], [-1.91713, 0.80073, 1.70270], [-0.61920, 0.69241, 2.20918], [0.63731, 1.08581, 1.71403], [1.48333, 0.76779, 2.67271], [2.90416, 1.04032, 2.58727], [3.86538, 0.88640, 3.53880], [5.37359, 1.35357, 2.91395], [4.64418, 1.72464, 1.42560], [3.34862, 1.53100, 1.37933], [1.34814, -0.08043, 4.60023], [-1.33970, -0.71283, 5.27231], [-3.63010, -0.50316, 4.33850], [-3.97782, 0.46662, 2.10204], [-2.12056, 1.19309, 0.72162], [3.76802, 0.52936, 4.55133], [5.22289, 2.14049, 0.62057], [-0.99550, -0.60427, -0.51586], [-1.80968, -1.76177, -0.11161], [-1.57034, -2.96910, -1.36234], [-0.35275, -3.06343, -2.15133], [-0.51531, -4.32059, -3.01113], [-1.58636, -5.13483, -2.27815], [-2.48129, -4.05768, -1.67322], [-1.21776, -2.57716, 1.17963], [-1.79967, -3.71743, 1.93221], [-0.60071, -4.35626, 2.63436], [0.37634, -3.19343, 2.78856], [0.23367, -2.46429, 1.46149], [-3.41006, -1.56948, -0.01465], [-4.42201, -2.27063, 0.82022], [-5.72722, -2.04754, 0.06219], [-5.52575, -0.68441, -0.59145], [-4.07501, -0.73297, -1.05512], [0.50318, -3.10199, -1.46413], [-0.23584, -2.12622, -2.70458], [0.42029, -4.86507, -3.11201], [-0.85197, -4.04977, -4.01189], [-1.14351, -5.73581, -1.48223], [-2.13930, -5.80166, -2.93469], [-3.05718, -4.34626, -0.79318], [-3.20028, -3.66808, -2.40906], [-2.30482, -4.41957, 1.26811], [-2.52809, -3.33998, 2.64990], [-0.16659, -5.14011, 2.01174], [-0.88731, -4.80537, 3.58232], [1.39953, -3.51157, 2.97812], [0.05517, -2.54072, 3.60279], [0.81610, -2.97561, 0.68400], [0.52804, -1.41693, 1.47299], [-4.45083, -1.81221, 1.81052], [-4.19523, -3.32680, 0.93816], [-6.58900, -2.08403, 0.72486], [-5.85879, -2.81917, -0.69924], [-5.65538, 0.11052, 0.14481], [-6.21029, -0.49475, -1.41499], [-3.60566, 0.24808, -1.10530], [-3.99244, -1.20403, -2.03994]], "forces_ev_per_a": [[0.1, 0.3, 0.2], [-0.1, 0.0, 0.1], [-0.1, 0.0, 0.0], [0.1, 0.0, 0.0], [0.0, 0.1, 0.0], [0.1, 0.0, 0.0], [0.0, 0.0, 0.1], [0.0, 0.0, -0.1], [-0.1, -0.1, 0.1], [-0.1, 0.0, 0.1], [0.2, 0.1, 0.0], [0.0, 0.0, -0.1], [0.0, 0.0, 0.0], [0.0, 0.0, 0.0], [0.0, 0.0, 0.0], [0.1, 0.1, 0.0], [0.0, -0.2, 0.1], [0.0, -0.1, 0.0], [0.1, 0.0, 0.0], [-0.1, 0.0, 0.1], [0.0, 0.0, 0.0], [0.0, 0.0, 0.0], [0.0, 0.1, -0.1], [-0.1, 0.0, 0.0], [0.0, 0.0, 0.0], [0.0, 0.0, 0.0], [0.0, 0.0, 0.0], [0.0, 0.0, 0.0], [0.0, 0.0, 0.0], [0.0, 0.0, 0.0], [0.0, 0.0, 0.0], [0.0, 0.0, 0.0], [0.0, 0.0, 0.0], [0.0, 0.0, 0.0], [0.0, 0.0, 0.0], [0.0, 0.0, 0.0], [0.0, 0.0, 0.0], [0.0, 0.0, 0.0], [0.0, 0.0, 0.0], [0.0, 0.0, 0.0], [0.0, 0.0, 0.0], [0.0, 0.0, 0.0], [0.0, 0.0, 0.0], [0.0, 0.0, 0.1], [0.1, 0.0, 0.0], [-0.1, 0.1, 0.0], [0.0, 0.0, 0.0], [0.0, 0.0, 0.0], [0.0, 0.1, 0.1], [-0.1, 0.2, 0.1], [-0.1, 0.2, 0.1], [0.1, -0.3, -0.3], [0.0, 0.1, 0.2], [0.0, 0.0, 0.0], [0.0, 0.0, -0.1], [0.0, 0.0, -0.1], [-0.1, 0.2, 0.2], [0.0, -0.2, -0.1], [0.0, 0.0, 0.0], [0.0, 0.0, 0.0], [0.0, 0.0, 0.0], [0.0, 0.0, 0.0], [0.0, 0.0, 0.0], [0.0, 0.0, 0.0], [0.0, 0.0, -0.1], [0.0, -0.4, -0.4], [-0.2, 0.1, 0.3], [0.0, 0.0, -0.1], [-0.1, 0.0, 0.0], [0.0, 0.0, 0.0], [0.0, 0.0, 0.0], [0.0, 0.0, 0.0], [0.0, -0.1, -0.2], [0.0, 0.1, 0.1], [0.0, 0.0, 0.0], [0.0, 0.0, 0.0], [0.0, 0.0, 0.0], [0.1, -0.3, -0.2], [0.0, 0.0, 0.0], [0.0, 0.0, 0.0], [0.0, 0.0, 0.0], [0.0, 0.0, 0.0], [0.0, 0.0, 0.0], [0.0, -0.1, 0.1], [0.0, 0.0, 0.0], [0.0, 0.0, 0.0], [0.0, 0.0, 0.0], [0.0, 0.0, 0.0], [0.0, 0.0, 0.0], [0.0, 0.0, 0.0], [0.0, 0.0, 0.0], [0.0, 0.0, 0.0], [0.0, 0.0, 0.0], [0.0, 0.0, 0.0], [0.0, 0.0, 0.0], [0.0, 0.0, 0.0], [0.0, 0.0, 0.0], [0.0, -0.1, 0.0], [0.0, 0.0, 0.0], [0.0, 0.0, 0.0], [0.0, 0.0, 0.0], [0.0, 0.0, 0.0], [0.0, 0.0, 0.0], [0.0, 0.0, 0.0], [0.0, 0.0, 0.0], [0.0, 0.0, 0.0]], "charge": 3, "e_above_lowest_kj_mol": 0.00, "multiplicity": 2, "max_force_ev_per_a": 0.57, "energy_ev": -82982.55334}